Entry 1:
Computed, not measured: the molecule C8H11N3O3S, with wB97M-V/def2-TZVPD.

```
26
Properties=species:S:1:pos:R:3:nbo_charge:R:1
C -4.08972 0.13975 0.49308 -0.82
S -2.42497 1.06307 0.65176 1.92
O -2.20438 1.80458 -0.71965 -0.88
O -2.59986 2.03284 1.84869 -0.86
C -1.08398 -0.22392 0.93527 -0.49
C -1.47377 -1.57154 0.02465 0.22
N -1.75841 -2.52489 -0.83596 -0.27
C 0.34612 0.34207 0.27753 -0.28
C 0.66035 1.91638 0.74527 0.23
N 0.51592 3.12384 1.25199 -0.25
C 1.53414 -0.56660 0.94796 -0.41
C 2.79701 -0.90485 -0.04001 -0.52
C 2.97042 0.10158 -1.32199 0.68
N 2.59984 -0.49089 -2.69770 -0.94
O 3.42804 1.37933 -1.20521 -0.53
H -3.98185 -0.79365 1.22879 0.24
H -5.00366 0.80607 0.85951 0.29
H -4.21908 -0.23195 -0.61099 0.27
H -0.96786 -0.57808 2.04509 0.31
H 0.21924 0.22511 -0.87977 0.29
H 1.95257 -0.05944 1.93716 0.25
H 1.03237 -1.58592 1.28086 0.22
H 3.77896 -0.84276 0.61914 0.26
H 2.67895 -2.04002 -0.38148 0.25
H 1.84633 0.07020 -3.15361 0.40
H 3.44730 -0.59030 -3.30039 0.40
```

Output
* strongest force on any atom: 12.567 eV/A
* total energy: -29912.563 eV
* energy above the lowest of the compared OMol25 structures with the same formula, charge and spin: 237.0 kcal/mol
* SMILES string: CS(=O)(=O)[C@@H](C#N)[C@@H](C#N)CCC(N)=O
* HOMO-LUMO gap: 0.3636 Eh
* HOMO level: -10.292 eV
* total charge: 0

---

Entry 2:
Computed, not measured: a cluster of 6 separate species, C16H37BCl10N2O7S in total, with wB97M-V/def2-TZVPD.

```
74
Properties=species:S:1:pos:R:3:mulliken_charge:R:1
C 0.95985 -5.61281 -1.52918 -1.06
C 1.97131 -4.69689 -2.19043 -0.23
N 2.04309 -3.36625 -1.61124 -0.22
C 0.86592 -2.53995 -1.77473 -0.45
C 0.92511 -1.72587 -3.08868 -1.01
N -0.33240 -1.80041 -3.85255 -0.20
C -0.19214 -1.51773 -5.28293 -0.60
O -0.36402 -2.63020 -6.11069 -0.43
C 0.43501 -3.72909 -5.75864 -0.60
O 0.84016 -1.56345 -0.73289 -0.04
C 0.18654 -1.90311 0.47026 0.18
O 0.39612 -3.27519 0.82772 -0.50
C 0.84581 -1.05230 1.54522 -1.41
C 0.55595 0.43415 1.36407 0.50
C 1.72721 1.31870 1.76078 -0.84
S 1.76297 2.85646 0.84506 1.13
O 1.95867 3.93955 1.75378 -0.59
O 0.63004 2.98166 0.00162 -0.60
O 3.07890 2.77714 -0.05752 -0.49
B -1.40313 -1.65459 0.40659 0.61
C -2.21814 -1.11075 1.62982 -0.72
O -2.09893 -1.93731 -0.75630 -0.56
H 1.37959 -6.15782 -0.69564 0.31
H 0.06807 -5.10324 -1.19814 0.21
H 0.64111 -6.34940 -2.25811 0.37
H 1.82423 -4.69537 -3.27231 0.07
H 2.94663 -5.14651 -2.04383 0.43
H 2.86979 -2.87218 -1.91393 0.32
H -0.03599 -3.12882 -1.83315 0.73
H 1.13947 -0.69617 -2.80629 0.23
H 1.73409 -2.06602 -3.71766 0.51
H -0.95813 -1.09177 -3.49711 0.20
H 0.75683 -1.01541 -5.48771 0.41
H -0.97819 -0.82604 -5.55398 0.36
H 0.38020 -4.48015 -6.53490 0.38
H 0.10589 -4.17799 -4.82710 0.16
H 1.48046 -3.43944 -5.64442 0.28
H -0.36338 -3.60417 1.33403 0.42
H 1.90998 -1.21893 1.42137 0.46
H 0.57188 -1.39917 2.53234 0.06
H -0.30727 0.73477 1.93905 -0.40
H 0.32834 0.65276 0.32980 0.48
H 1.68328 1.62987 2.79164 0.13
H 2.67951 0.82043 1.63087 0.62
H 3.82213 2.63993 0.55961 0.39
H -1.64197 -0.99760 2.53216 0.17
H -2.63566 -0.14955 1.35015 0.17
H -3.06213 -1.77361 1.79355 0.40
H -2.10557 -1.18007 -1.36221 0.24
C -2.57171 2.16749 4.02361 0.38
Cl -2.82256 0.46925 4.47781 -0.15
Cl -2.47520 2.40264 2.27182 -0.10
H -3.40142 2.75307 4.40001 0.40
H -1.63265 2.50641 4.44444 -0.47
C 1.17610 5.84554 -2.01715 0.16
Cl 0.32503 5.00128 -3.31600 -0.17
Cl 0.65908 7.53147 -1.87420 -0.17
H 0.96711 5.33580 -1.08374 -0.11
H 2.23742 5.82664 -2.23132 0.27
C 0.29603 5.06045 3.90917 0.01
Cl 0.35129 3.78134 5.13965 -0.17
Cl -0.52338 6.50690 4.50731 -0.19
H 1.31138 5.31597 3.63464 0.30
H -0.24214 4.68451 3.04682 0.05
C -5.51758 4.08378 -0.13723 -0.28
Cl -4.61846 2.57298 -0.31359 -0.09
Cl -7.00650 3.86087 0.78804 -0.16
H -4.89055 4.79764 0.38310 0.22
H -5.77318 4.45116 -1.12319 0.31
C 1.36684 -0.91541 5.67859 -0.50
Cl 0.80513 0.60654 4.97296 -0.01
Cl 2.72952 -1.59412 4.78071 -0.15
H 1.68287 -0.72448 6.69653 0.35
H 0.54961 -1.62672 5.66219 0.28
```

Output
* strongest force on any atom: 1.523 eV/A
* total energy: -171240.022 eV
* SMILES string: CCN[C@H](CNCOC)O[C@@](O)(CCCS(=O)(=O)O)B(C)O.ClCCl.ClCCl.ClCCl.ClCCl.ClCCl
* HOMO-LUMO gap: 0.3152 Eh
* HOMO level: -8.532 eV
* total charge: 0

---

Entry 3:
Computed, not measured: a structure of composition C33H42AsN5O3SSe2Ti, with wB97M-V/def2-TZVPD.

```
88
Properties=species:S:1:pos:R:3:mulliken_charge:R:1
Ti -0.28837 -0.78770 0.84889 -1.71
Se -2.91179 1.08848 2.91150 0.05
Se -0.62251 1.28160 2.51018 0.05
C -0.01264 -0.14450 3.67807 0.54
C 0.21484 -0.08757 5.03543 -0.98
C 0.75827 -1.21705 5.63408 -0.53
C 1.05766 -2.33052 4.85930 -1.01
C 0.79494 -2.30321 3.50343 -0.53
N 0.26008 -1.21586 2.93184 1.44
C -3.36629 0.30983 1.23479 0.05
C -4.70434 0.42410 0.87825 -0.96
C -5.15915 -0.21269 -0.25732 -0.77
C -4.26061 -0.96072 -1.00793 -1.10
C -2.95219 -1.01210 -0.59895 -0.87
N -2.47825 -0.37360 0.49820 1.70
H -0.01246 0.80490 5.60124 0.60
H 0.95526 -1.22524 6.69818 0.47
H 1.49016 -3.21719 5.30078 0.53
H 0.99919 -3.14206 2.84988 0.43
H -5.37332 1.01133 1.49268 0.53
H -6.19830 -0.13589 -0.54869 0.48
H -4.56786 -1.50159 -1.89149 0.61
H -2.24439 -1.62213 -1.13913 0.55
C 4.65340 0.89968 0.70963 -1.67
C 3.77863 -0.13907 1.40988 1.64
C 4.26288 -0.42336 2.82787 -1.63
O 3.70443 -1.33688 0.64907 -0.38
C 2.36942 0.43579 1.48821 -0.20
O 2.10757 1.39095 2.16900 -0.66
O 1.41993 -0.17937 0.74424 0.72
H 5.67499 0.52161 0.64410 0.51
H 4.66842 1.83198 1.27224 0.36
H 4.29140 1.09496 -0.30027 0.25
H 5.31226 -0.71972 2.79757 0.50
H 3.68637 -1.23766 3.27001 0.27
H 4.17349 0.46293 3.45369 0.33
H 4.60016 -1.67904 0.54351 0.33
C 1.59658 -3.31508 -0.50590 -1.29
C 0.44679 -3.61758 0.40100 0.31
C 0.16706 -4.79825 0.99453 -1.10
C -1.03135 -4.63838 1.76810 -0.97
C -1.46118 -3.36457 1.63645 0.53
C -2.66786 -2.77014 2.28280 -1.12
N -0.56406 -2.67214 0.76293 1.68
H 1.44485 -3.74476 -1.49653 0.33
H 2.50872 -3.74493 -0.09598 0.49
H 1.79162 -2.25257 -0.61289 0.12
H 0.74823 -5.70089 0.88495 0.59
H -1.52001 -5.39581 2.36166 0.60
H -3.05426 -3.49510 2.99718 0.51
H -3.46759 -2.55558 1.57188 0.20
H -2.45680 -1.85544 2.84412 0.10
C 1.83929 0.01281 -2.23628 -1.30
As -0.01100 -0.35427 -1.81603 1.21
C -0.41456 -1.97232 -2.82422 -1.64
C -0.93793 0.99061 -2.91151 -0.49
C -0.79116 0.73980 -4.38169 0.29
C 0.33554 1.17965 -5.07342 -0.21
C 0.47040 0.93852 -6.43274 -0.80
C -0.52449 0.25701 -7.12060 -0.51
C -1.66028 -0.16819 -6.44631 -0.77
C -1.79101 0.07471 -5.08702 -0.21
H 2.01064 -0.22027 -3.28486 0.59
H 2.50339 -0.57114 -1.60416 0.29
H 2.02443 1.07248 -2.05981 0.34
H 0.33317 -2.10396 -3.60376 0.45
H -1.38506 -1.85986 -3.30360 0.47
H -0.43068 -2.84176 -2.17298 0.44
H -0.50999 1.93887 -2.59723 0.02
H -1.98349 0.99504 -2.60285 0.59
H 1.10811 1.73231 -4.55047 0.41
H 1.34758 1.29223 -6.95817 0.41
H -0.42266 0.07360 -8.18160 0.41
H -2.44942 -0.67962 -6.98127 0.42
H -2.69315 -0.23936 -4.57194 0.43
C -1.09272 5.06098 2.32390 -0.91
N -0.49706 5.28925 1.01663 0.26
C 0.18441 6.44348 0.65169 -0.26
C 0.58047 6.28703 -0.62318 -0.62
N 0.14449 5.03309 -1.01119 0.05
C -0.51153 4.41295 -0.00754 -0.21
S -1.24779 2.87638 -0.08989 -0.08
H -1.41422 6.01590 2.73144 0.37
H -0.37168 4.60021 2.99701 0.27
H -1.95715 4.41292 2.19961 0.31
H 0.30416 7.27050 1.32805 0.45
H 1.11756 6.94544 -1.28094 0.44
H 0.23141 4.63275 -1.92937 0.19
```

Output
* strongest force on any atom: 0.621 eV/A
* total energy: -273967.530 eV
* energy above the lowest of the compared OMol25 structures with the same formula, charge and spin: 7.9 kcal/mol
* HOMO-LUMO gap: 0.2203 Eh
* HOMO level: -12.578 eV
* total charge: +2

---

Entry 4:
Computed, not measured: a cluster of 2 separate species, C9H14S in total, with wB97M-V/def2-TZVPD.

```
24
Properties=species:S:1:pos:R:3:nbo_charge:R:1
C 0.35673 -1.53676 1.25030 -0.73
C 1.91954 0.69413 2.28897 -0.71
S 0.52317 -0.46833 2.70158 0.12
H 1.33761 -1.60288 0.77755 0.22
H -0.11939 -2.39347 1.69387 0.23
H -0.27119 -0.98680 0.54522 0.22
H 2.51754 0.72844 3.16245 0.22
H 1.56109 1.71541 2.13130 0.21
H 2.41481 0.25511 1.43046 0.22
C -1.69732 2.18779 -0.57808 -0.64
C 1.01898 0.01888 -2.03296 -0.20
C 0.31051 1.09820 -1.54370 -0.23
C 0.33696 -1.18861 -2.14249 -0.25
C -1.01516 0.95341 -1.10630 0.01
C -0.98737 -1.27480 -1.74635 -0.20
C -1.81375 -0.19478 -1.35055 -0.23
H 1.99557 0.15521 -2.52792 0.22
H 0.72250 2.02901 -1.61531 0.21
H 0.87853 -2.03808 -2.68824 0.22
H -1.48652 -2.24676 -1.59105 0.21
H -0.91947 2.86681 -0.31704 0.21
H -2.33269 1.78348 0.26006 0.22
H -2.86461 -0.35975 -1.33478 0.23
H -2.22424 2.79305 -1.28502 0.22
```

Output
* strongest force on any atom: 4.748 eV/A
* total energy: -20393.769 eV
* energy above the lowest of the compared OMol25 structures with the same formula, charge and spin: 35.0 kcal/mol
* SMILES string: Cc1ccccc1.CSC
* HOMO-LUMO gap: 0.3318 Eh
* HOMO level: -8.083 eV
* total charge: 0